(P)
22
Properties=species:S:1:pos:R:3 method="wB97M-V/def2-TZVPD" gap_ev=9.672 total_charge=+1 mol_weight_g_mol=103.19
C 0.55215 -0.88701 2.77263
C 0.89342 -0.89760 1.30784
N -0.26946 -1.45998 0.49920
H 1.37423 -0.45547 3.40146
H -0.37152 -0.28205 2.97815
H 0.30749 -1.90847 3.12711
H 1.07404 0.11460 0.95357
H 1.71543 -1.55389 1.08704
H -0.67091 -2.26175 0.97890
H -0.01493 -1.74201 -0.46369
H -1.02296 -0.73576 0.38941
C 0.36069 2.03636 -0.62433
C -0.25708 0.78591 -1.31999
C 0.44479 0.05396 -2.21958
N -1.60298 0.59627 -0.95793
H 0.09818 2.00812 0.45092
H -0.05153 2.97909 -1.10171
H 1.45193 2.10113 -0.71899
H 0.03533 -0.68657 -2.86902
H 1.49304 0.28808 -2.31023
H -2.03986 1.41269 -0.48653
H -2.23468 0.21858 -1.70467

---

(Q)
22
Properties=species:S:1:pos:R:3 method="wB97M-V/def2-TZVPD" gap_ev=10.713 total_charge=+1 mol_weight_g_mol=103.19
C 0.26445 1.43755 -0.43423
N 0.01431 0.34063 -1.37582
C 1.30137 -0.32820 -1.81401
C 1.69962 -1.37138 -0.77456
C -0.24887 1.09290 0.97563
N -0.86402 -0.29829 1.09172
C -2.20401 -0.38793 1.84637
H 1.30880 1.74346 -0.35311
H -0.19250 2.37448 -0.82121
H -0.54689 0.69027 -2.13980
H 1.15748 -0.81702 -2.77148
H 2.01309 0.48174 -2.07543
H 2.78568 -1.35010 -0.65189
H 1.42837 -2.31500 -1.26159
H 1.28346 -1.47834 0.19884
H -1.09855 1.77776 1.22660
H 0.54522 1.06991 1.72265
H -0.19902 -1.02131 1.33639
H -1.04513 -0.54568 0.08334
H -2.54618 0.62950 2.08134
H -1.98446 -0.84950 2.78788
H -2.87221 -0.87546 1.12239

---

(R)
22
Properties=species:S:1:pos:R:3 method="wB97M-V/def2-TZVPD" gap_ev=11.395 total_charge=+1 mol_weight_g_mol=103.19
C 1.53118 0.88185 0.79861
C -1.61706 0.04682 0.82934
C -0.65562 -1.82986 -0.46639
C 0.34140 -1.21910 1.75940
C 0.56309 0.47178 -0.02556
N 0.66496 1.81407 -3.08202
N -0.36408 -0.61982 0.47623
H 1.53250 2.59493 -2.61661
H 1.94821 1.87751 0.71371
H 1.61219 0.44739 1.80482
H -2.29381 -0.51930 1.37998
H -1.46436 1.10480 1.22600
H -2.13751 0.30518 -0.11198
H -0.56223 -1.46675 -1.53746
H -0.10371 -2.75497 -0.18452
H -1.69532 -2.17655 -0.17996
H -0.00636 -0.73627 2.74170
H 0.43836 -2.30141 1.62733
H 1.43289 -1.09488 1.63800
H 0.33974 0.94796 -0.99561
H 1.13782 1.43722 -3.95256
H 0.09975 2.45787 -3.53263

---

Which structure is most stable? (P), by 18.7 kcal/mol over the runner-up.

---

(P)
55
Properties=species:S:1:pos:R:3 method="wB97M-V/def2-TZVPD" gap_ev=9.202 total_charge=0 mol_weight_g_mol=333.33
C -2.77294 2.28422 0.06351
N -1.31445 2.49775 0.17311
C -0.88996 3.70803 -0.54458
C -1.13021 0.42909 -1.38489
C -0.55054 1.30701 -0.25716
C -0.55393 0.38856 1.01731
O 0.52364 -0.51383 0.89870
O -1.69640 -0.46520 1.05794
H -3.06336 1.52575 0.78661
H -3.19247 3.15411 0.57973
H -3.18010 2.03952 -0.91126
H -0.56953 3.55524 -1.56889
H -1.72345 4.41001 -0.59122
H -0.11738 4.21256 0.03010
H -0.48703 -0.41164 -1.57532
H -1.32622 1.01684 -2.27944
H -2.11329 0.05001 -1.13865
H 0.43301 1.60371 -0.60358
H 0.52660 -1.18294 1.61989
H -2.03332 -0.43450 1.95874
H 2.73245 0.54793 2.16744
O 3.59011 0.60515 1.73679
H -4.10342 -0.16557 -2.06593
H -4.18745 -0.58572 -0.72322
O -4.62106 0.08319 -1.28321
H -3.14851 -2.34268 0.56053
H -2.29585 -1.99917 -0.73544
O -3.17092 -2.05295 -0.34768
H 0.08648 -1.36766 -0.49879
H -0.10470 -1.82882 -2.02377
O 0.20747 -2.07956 -1.15356
H 3.48486 3.32753 2.61266
H 3.21720 2.63162 1.31320
O 3.41915 3.50928 1.67185
H 3.01663 -2.11273 2.09067
H 2.57981 -3.19298 1.13122
O 2.53582 -2.94718 2.07247
H -0.65044 2.01131 1.99239
H 3.53897 0.41432 0.79149
O -0.37176 1.10417 2.17344
H -1.82444 -0.56629 -4.35147
H -3.12239 -1.30292 -4.00625
O -2.20534 -1.18746 -3.73729
H 4.05864 -1.08737 -0.36838
H 2.84367 -1.19261 -1.23981
O 3.14292 -0.81370 -0.45514
H 0.21613 -1.06266 4.00687
H 1.73122 -1.44284 3.69144
O 0.83156 -1.40215 3.36625
H 1.37694 1.14926 -2.39023
H 1.97901 1.18991 -3.82377
O 1.16830 1.07617 -3.32361
H 1.89180 -2.83340 -1.10593
H 1.73181 -4.20062 -0.61590
O 2.40831 -3.51006 -0.62322

---

(Q)
55
Properties=species:S:1:pos:R:3 method="wB97M-V/def2-TZVPD" gap_ev=8.690 total_charge=0 mol_weight_g_mol=333.33
N 0.34878 -0.30133 1.31123
C 1.74794 0.15016 0.84941
C 2.71364 0.47241 1.96767
C 1.91936 0.23331 3.29795
C 0.51416 -0.16685 2.75327
C -0.61669 0.73588 3.41446
O -0.82318 0.69431 4.55341
H 0.02359 -1.12937 0.93487
H 2.22076 -0.55487 0.14508
H 1.52843 1.18076 0.32889
H 2.97865 1.43409 1.71834
H 3.76239 0.05337 1.81260
H 1.88025 1.20779 3.83711
H 2.47723 -0.59476 3.80286
H 0.29397 -1.15232 3.29006
H -1.16632 1.36547 2.81799
H -0.00859 -5.13764 -1.02248
H -0.34173 -4.44208 -2.24524
O 0.30726 -4.87463 -1.90049
H -4.26347 -0.42083 1.27679
H -3.35990 0.23903 2.37554
O -3.85135 0.41066 1.52028
H 2.27055 2.48690 -2.46527
H 1.59448 2.58580 -3.95322
O 1.66324 2.98162 -3.11604
H -0.29861 -2.87474 -4.52101
H -0.59085 -1.40594 -3.87566
O -0.95254 -2.27670 -4.21038
H 3.94937 3.38390 0.58487
H 3.02685 4.59787 0.63503
O 3.08826 3.64171 0.76865
H -2.27664 -2.71218 -1.37079
H -1.98636 -2.71738 -2.90640
O -1.95466 -3.15848 -2.08152
H 3.40884 -1.43446 -1.28239
H 4.59202 -0.70127 -2.29670
O 3.67398 -0.62096 -1.87206
H -0.01470 3.03405 -1.76372
H -1.39910 3.64876 -1.97049
O -0.94368 2.91012 -2.19974
H 1.17976 -3.44506 -1.44193
H 1.42561 -3.33569 0.03361
O 1.50609 -2.78725 -0.78826
H -2.10717 2.25898 0.64612
H -0.74288 1.63303 0.72480
O -1.22961 2.41616 0.85612
H -2.02699 -2.38998 1.98010
H -2.56468 -3.76849 1.48814
O -2.37140 -3.17664 2.26671
H -3.04759 1.31059 -1.46701
H -1.68026 1.13462 -2.29905
O -2.46852 0.68524 -2.07679
H -4.18987 2.35401 0.65294
H -3.02321 3.40246 0.46716
O -3.79489 2.93682 0.01456

---

Which structure is most stable? (P), by 72.1 kcal/mol over the runner-up.

---

(P)
10
Properties=species:S:1:pos:R:3 method="wB97M-V/def2-TZVPD" gap_ev=9.699 total_charge=0 mol_weight_g_mol=97.07
N -0.07044 2.52929 -0.23753
C 0.29352 1.37383 -0.37623
C 0.78429 0.15281 -0.44958
C 0.36029 -0.84631 0.59744
C -0.80628 -1.73529 0.07285
O -0.48426 -0.48265 1.53529
O -1.86316 -2.16339 -0.05514
H -0.92749 2.79593 -0.71800
H 1.50885 -0.10370 -1.21572
H 1.20467 -1.52053 0.84661

---

(Q)
10
Properties=species:S:1:pos:R:3 method="wB97M-V/def2-TZVPD" gap_ev=9.975 total_charge=0 mol_weight_g_mol=97.07
N -0.76904 -1.55436 1.85952
C -0.76651 -0.62656 1.06515
C -0.75335 0.45554 0.31685
C 0.49316 0.94321 -0.32337
C 0.94776 0.28186 -1.52320
O 1.66211 0.17985 -0.14797
O 1.15731 -0.23809 -2.56012
H -0.92994 -2.48398 1.47550
H -1.66069 1.01759 0.13892
H 0.61919 2.02494 -0.30128

---

(R)
10
Properties=species:S:1:pos:R:3 method="wB97M-V/def2-TZVPD" gap_ev=10.024 total_charge=0 mol_weight_g_mol=97.07
N 2.32628 -0.68496 0.81367
C 1.24014 -0.74943 0.27493
C 0.01079 -0.90002 -0.18459
C -1.03010 -0.05160 0.43199
C -1.35000 1.30421 -1.08366
O -0.78492 0.90171 1.16481
O -1.17073 2.41215 -1.22584
H 3.02756 -0.08250 0.39211
H -0.21781 -1.69145 -0.89256
H -2.05124 -0.45811 0.30914

---

Which structure is most stable? (R), by 9.6 kcal/mol over the runner-up.

---

(P)
10
Properties=species:S:1:pos:R:3 method="wB97M-V/def2-TZVPD" gap_ev=9.343 total_charge=0 mol_weight_g_mol=97.07
C -0.25130 0.93912 0.51731
C -1.22507 0.11288 -0.21537
C -1.02438 -1.07423 -0.70410
C 0.31171 -1.43809 -0.87964
H -2.33255 0.52208 0.14673
H -1.90655 -1.64058 -1.00947
H 0.52369 -2.56494 -1.23563
N 1.35624 -0.83676 -0.45916
O -0.28065 1.91962 1.30336
O 1.20014 0.36821 0.32205

---

(Q)
10
Properties=species:S:1:pos:R:3 method="wB97M-V/def2-TZVPD" gap_ev=9.390 total_charge=0 mol_weight_g_mol=97.07
C -2.87157 -0.03052 -0.21799
C -1.62446 -0.06332 0.12013
C -0.25720 -0.06030 0.22302
C 1.78679 0.39332 0.07387
H -4.09070 -0.36823 -0.20353
H 2.34081 0.37226 0.97470
H 2.24588 0.83373 -0.81165
N 0.27074 -1.23180 0.22717
O 1.66818 -0.90735 -0.34415
O 0.53152 1.06221 -0.04158

---

Which structure is most stable? (P), by 60.7 kcal/mol over the runner-up.